Entry 1:
DFT (the ωB97M-V functional and the def2-TZVPD basis) results for a structure of composition C39H39CdN4O3P2 at a distorted geometry.

The charge is +1. Its HOMO-LUMO gap is 7.5 eV. The LUMO energy comes out at -3.4224 eV. Its largest force on an atom is 1.17 eV/Å.

Last column: natural (NBO) charge in e.
Geometry (Å):
Cd  -0.3917  0.2748  1.4992  1.563
P  -1.5080  -1.4381  -0.7967  1.012
P  0.9491  0.0555  -0.8342  0.971
O  -0.7310  -1.5792  2.7427  -0.821
O  -2.4541  -0.2233  2.3936  -0.813
O  -1.1302  2.5379  -0.0432  -0.782
N  1.2566  1.2868  4.0879  -0.149
N  0.1906  -1.4268  -1.3344  -1.070
N  1.4252  0.5320  3.1452  -0.203
N  -0.7273  2.0854  2.9709  -0.539
C  -4.0618  1.8439  -2.8022  -0.185
C  -3.2823  0.6308  -0.8732  -0.266
C  0.6185  1.4507  -4.6754  -0.201
C  -3.3051  -3.4859  -1.2240  -0.188
C  0.9543  2.7913  -4.5320  -0.192
C  0.0635  2.0876  4.0400  0.283
C  -1.9368  -1.2350  2.9732  0.785
C  3.5649  0.4163  -0.0073  -0.186
C  3.7726  -2.1905  2.3657  -0.201
C  -1.8276  2.8317  2.9927  0.079
C  -3.3311  -4.9982  -3.0938  -0.190
C  -3.2114  1.0933  -3.6124  -0.221
C  2.6205  -0.2601  3.2070  0.132
C  4.8109  -0.7739  4.0161  -0.206
C  3.6941  0.0405  4.0388  -0.213
C  -2.7461  -2.0468  3.9409  -0.721
C  1.2305  3.3063  -3.2704  -0.201
C  4.9483  0.3076  -0.0964  -0.210
C  0.5500  0.6239  -3.5605  -0.227
C  -1.3368  3.6239  5.1840  -0.142
C  2.7467  -0.2489  -0.9146  -0.408
C  -2.4051  0.1130  -3.0585  -0.111
C  -0.1931  2.8403  5.1639  -0.211
C  4.8522  -1.8890  3.1802  -0.175
C  -2.1689  3.6210  4.0795  -0.225
C  2.6574  -1.3683  2.3778  -0.200
C  -1.5846  -3.3478  -2.9027  -0.155
C  -2.4105  -0.1125  -1.6808  -0.405
C  -1.3504  3.9391  -0.2656  -0.255
C  -2.1740  -4.4045  -3.5860  -0.222
C  1.1497  2.4841  -2.1552  -0.213
C  4.6987  -1.1473  -1.9990  -0.224
C  0.7990  1.1417  -2.2946  -0.285
C  0.7813  -2.6414  -0.6825  -0.452
C  5.5139  -0.4803  -1.0856  -0.171
C  3.3200  -1.0265  -1.9220  -0.138
C  -4.1095  1.6037  -1.4368  -0.215
C  -3.8987  -4.5370  -1.9132  -0.199
C  -2.1494  -2.8805  -1.7198  -0.395
H  5.5795  0.8322  0.6116  0.227
H  5.1418  -1.7538  -2.7800  0.227
H  0.3902  -2.7953  0.3325  0.209
H  5.7314  -2.5228  3.1681  0.227
H  -2.2074  -2.1213  4.8857  0.240
H  3.6481  0.9130  4.6779  0.236
H  -3.7445  -3.1297  -0.2962  0.222
H  -0.6828  -2.8837  -3.2921  0.207
H  -1.7792  -0.4900  -3.7060  0.210
H  0.5382  -3.5230  -1.2697  0.229
H  -1.1660  4.2084  -1.3046  0.187
H  -4.7994  -4.9994  -1.5247  0.225
H  1.7897  -1.6048  1.7751  0.219
H  -4.6959  2.6057  -3.2436  0.227
H  -3.3126  0.4443  0.1970  0.256
H  5.6555  -0.5447  4.6554  0.228
H  3.7990  -3.0617  1.7213  0.225
H  -2.3692  4.2302  0.0012  0.174
H  1.5125  4.3471  -3.1567  0.223
H  -3.1861  1.2685  -4.6826  0.226
H  0.3095  -0.4289  -3.6713  0.224
H  0.4163  1.0439  -5.6604  0.222
H  2.6894  -1.5282  -2.6491  0.215
H  -1.5733  4.2262  6.0530  0.237
H  -3.0727  4.2156  4.0523  0.237
H  1.0093  3.4326  -5.4031  0.225
H  -3.7851  -5.8258  -3.6272  0.225
H  1.8604  -2.5584  -0.6243  0.224
H  -1.8084  2.0542  -0.5340  0.497
H  -2.8583  -3.0607  3.5508  0.242
H  -2.4540  2.7857  2.1100  0.219
H  -3.7235  -1.6016  4.0977  0.231
H  6.5915  -0.5789  -1.1499  0.226
H  -4.7916  2.1634  -0.8055  0.225
H  -0.6553  4.4836  0.3702  0.189
H  3.1232  1.0235  0.7767  0.216
H  -1.7295  -4.7654  -4.5064  0.221
H  0.4968  2.7944  5.9959  0.246
H  1.3693  2.8843  -1.1711  0.219

Entry 2:
DFT (the ωB97M-V functional and the def2-TZVPD basis) results for a structure of composition C39H39Cl3N3O5TaTe at a distorted geometry.

The charge is +1. Its HOMO-LUMO gap (spin up / spin down) is 7.3 / 7.4 eV. The LUMO energy (spin up / spin down) comes out at -3.5478 / -3.4616 eV. Its multiplicity is 2. Its largest force on an atom is 1.47 eV/Å.

Last column: Löwdin spin population.
Geometry (Å):
Ta  0.1435  -0.0615  -0.1264  0.795
Te  1.5101  -3.0031  -1.8999  0.008
Cl  -4.4702  -1.8952  -0.8840  0.001
Cl  -2.7144  -4.0628  -1.6580  0.000
Cl  -3.2539  -1.8631  -3.4889  0.000
O  -0.8589  -1.2279  -1.9293  0.022
O  -1.7584  -1.5127  0.0494  0.012
O  1.6700  0.2686  0.9882  0.019
O  1.3386  -4.0757  0.3626  0.000
O  -1.4438  0.9190  -0.5430  0.012
N  -0.4902  2.9572  -0.7144  0.002
N  0.5936  2.2400  -0.2586  0.005
N  1.0457  -1.9332  -0.2383  0.014
C  0.2317  -1.1341  -5.6024  0.001
C  -3.8296  1.9606  -1.7054  0.000
C  -1.7934  -1.6275  -1.1834  0.007
C  6.4055  -3.4923  -2.3646  0.000
C  1.3436  -1.6417  -3.5412  0.003
C  1.5683  4.4529  0.0245  0.000
C  2.9433  0.0303  -2.4934  0.019
C  3.6087  0.6007  2.3839  0.000
C  1.5956  2.9661  0.1799  0.003
C  -1.5320  2.2126  -0.8198  0.005
C  1.9523  -0.3810  -3.5545  0.008
C  7.8840  -3.6335  -2.5863  0.000
C  -2.8215  2.7881  -1.2159  0.000
C  4.5635  -2.6674  -0.9993  0.000
C  1.6488  0.4960  -4.5854  0.002
C  2.6633  2.3711  0.9064  -0.001
C  2.6179  1.0963  1.3700  0.005
C  3.6502  -3.1455  -1.9453  0.001
C  5.9217  -2.8521  -1.2355  0.000
C  -0.1282  -3.4122  -4.6797  0.000
C  4.1172  -3.8286  -3.0862  0.000
C  -5.2549  3.8716  -1.9807  0.000
C  -3.0455  4.1589  -1.0862  0.000
C  -5.0415  2.5053  -2.0941  0.000
C  4.2055  -1.9669  0.2823  0.000
C  0.7611  0.1501  -5.5954  0.000
C  0.3572  1.1506  -6.6405  0.000
C  -0.0208  -2.7846  1.8246  0.009
C  0.4923  -2.0428  -4.5861  0.000
C  -2.0423  -2.4576  3.7038  0.000
C  3.1808  -4.3977  -4.1204  0.000
C  0.8732  -2.9622  0.6468  0.003
C  0.0226  -1.7118  2.7138  0.014
C  -2.0553  -3.5559  2.8567  0.007
C  -4.2613  4.6961  -1.4674  0.000
C  5.4813  -3.9794  -3.2783  0.000
C  -3.0339  -2.3135  -1.8064  0.002
C  -1.0501  -3.7193  1.9197  -0.001
C  -0.9955  -1.5511  3.6441  0.007
H  3.4609  3.0131  1.2500  0.000
H  5.8318  -4.4986  -4.1628  0.000
H  4.4802  -2.5979  1.1300  0.000
H  1.2195  1.5073  -7.2053  0.000
H  2.7082  -0.4089  -1.5224  0.011
H  -6.1986  4.2983  -2.2944  0.000
H  -2.8551  -4.2818  2.9176  0.000
H  8.3831  -3.9076  -1.6574  0.000
H  3.1531  -1.7361  0.3568  0.000
H  0.8742  -1.0490  2.7330  0.002
H  -0.1097  2.0163  -6.1683  0.000
H  -1.0663  -4.5556  1.2342  0.000
H  0.9394  4.8921  0.8015  0.000
H  -0.9005  -3.4272  -5.4450  0.000
H  3.5284  1.2012  3.2900  0.000
H  -0.3568  0.7162  -7.3376  0.000
H  -4.4391  5.7576  -1.3585  0.000
H  2.7532  -3.6008  -4.7318  0.000
H  2.9677  1.1147  -2.3794  0.001
H  -5.8245  1.8688  -2.4843  0.000
H  3.7083  -5.0780  -4.7855  0.000
H  3.9466  -0.2985  -2.7736  0.001
H  2.1050  1.4802  -4.5925  0.000
H  1.1278  4.7199  -0.9327  0.000
H  4.6223  0.7158  2.0012  0.000
H  -0.5888  -3.7165  -3.7455  0.000
H  -0.4225  -1.4301  -6.4144  0.000
H  -3.6520  0.8959  -1.7863  0.000
H  4.7723  -1.0385  0.3650  0.000
H  8.1005  -4.3855  -3.3424  0.000
H  2.3712  -4.9592  -3.6461  0.000
H  8.3029  -2.6816  -2.9180  0.000
H  -2.8409  -2.3087  4.4183  0.000
H  -0.9700  -0.7112  4.3262  0.000
H  3.4346  -0.4447  2.6270  0.000
H  6.6235  -2.4805  -0.4961  0.000
H  2.5710  4.8631  0.1195  0.000
H  -2.2611  4.7786  -0.6753  0.000
H  0.6132  -4.1660  -4.9539  0.000

> Which value of charge does entry 2 give?

+1

> What is the charge in the second record?

+1